Entry 1:
DFT (ωB97M-V/def2-TZVPD) results for a 2-piece molecular cluster, C3H4F3I overall.

Results
2S+1: 1

```
11
Properties=species:S:1:pos:R:3:nbo_charge:R:1
C -0.149 0.343 -0.888 -0.044
C 0.504 0.594 0.424 0.197
C -0.371 -0.858 1.797 0.005
F 0.633 0.777 -1.966 -0.357
F 0.225 1.741 0.973 -0.340
F -1.640 -0.631 1.693 -0.337
I 0.583 -0.247 3.568 0.118
H -1.208 0.686 -0.942 0.205
H -0.105 -0.807 -0.876 0.176
H 1.642 0.489 0.745 0.197
H -0.042 -1.876 1.403 0.181
```

---

Entry 2:
DFT (ωB97M-V/def2-TZVPD) results for one molecule with the formula C3H4F4.

Results
2S+1: 1
SMILES: CC(F)(F)C(F)F

```
11
Properties=species:S:1:pos:R:3:nbo_charge:R:1
C 0.520 -1.020 -0.577 -0.678
C -0.878 0.695 0.790 0.523
C 0.473 0.427 -0.274 0.655
F -1.989 0.552 0.018 -0.339
F -0.780 -0.260 1.704 -0.324
F 1.646 0.869 0.243 -0.341
F 0.357 1.232 -1.351 -0.335
H 1.386 -1.235 -1.097 0.231
H -0.270 -1.269 -1.127 0.228
H 0.462 -1.646 0.447 0.241
H -0.929 1.654 1.225 0.140
```

---

Entry 3:
DFT (ωB97M-V/def2-TZVPD) results for C3H4F8MgNO5S2 as an isolated structure.

Results
2S+1: 2
<S²>: 0.76

```
24
Properties=species:S:1:pos:R:3:lowdin_spin:R:1
Mg -3.024 -16.322 15.758 -0.027
C -0.053 -13.789 13.976 0.000
F -0.027 -13.240 15.252 0.000
F -1.025 -13.069 13.225 0.000
F 1.179 -13.661 13.481 0.000
S -0.573 -15.713 14.033 0.000
O -1.612 -15.719 12.978 0.031
O 0.567 -16.565 13.769 0.004
N -1.279 -15.922 15.626 -0.001
S 0.126 -16.250 16.404 0.000
O 0.427 -17.659 16.463 0.001
O 1.225 -15.330 16.190 0.000
C -0.415 -15.926 18.178 0.000
F -1.280 -14.897 18.188 0.000
F -0.941 -17.039 18.804 0.001
F 0.673 -15.627 18.928 0.000
F -3.755 -17.589 16.970 0.384
F -4.096 -16.565 14.122 0.610
C -3.834 -13.615 15.838 0.000
O -3.690 -14.715 16.790 -0.003
H -3.474 -12.691 16.290 0.000
H -3.361 -13.835 14.881 0.000
H -4.885 -13.553 15.558 0.000
H -4.030 -14.397 17.630 0.000
```

---

Entry 4:
DFT (ωB97M-V/def2-TZVPD) results for C3H4FIrO2 as an isolated structure.

Results
2S+1: 6
<S²>: 8.77
Charge: +3

```
11
Properties=species:S:1:pos:R:3:lowdin_spin:R:1
O -1.140 0.789 -0.711 0.159
Ir -1.650 -1.533 1.062 2.743
C -1.951 0.318 0.153 0.120
C 0.208 1.072 -0.487 0.404
H 0.385 1.268 0.572 0.031
H 0.627 1.603 -1.338 0.019
F -2.498 1.272 0.850 0.043
C 1.417 -1.030 -0.097 0.386
O 0.658 -1.857 0.493 0.931
H 2.130 -0.507 0.565 0.083
H 1.814 -1.395 -1.062 0.082
```

---

no.,electronic energy (eV),largest force on an atom (eV/A)
1,-19425.5753,5.55
2,-14045.1641,5.11
3,-63754.9803,6.82
4,-12778.1381,3.77